(1)
Here is a single C3H3NO molecule from the Open Molecules 2025 dataset. Energies are from the ωB97M-V functional and the def2-TZVPD basis.

The geometry in XYZ format:
```
8
Properties=species:S:1:pos:R:3
N -0.296 -1.263 0.834
C 0.391 -0.335 0.159
C -0.068 0.777 -0.392
C -0.120 1.930 -0.900
O -0.318 3.017 -1.296
H -1.274 -1.111 1.030
H 0.360 -2.114 0.778
H 1.325 -0.901 -0.213
```

Computed properties:
- SMILES: NC=C=C=O
- Energy above the lowest of the compared OMol25 structures with the same formula, charge and spin: 42.28 kcal/mol
- HOMO level: -8.528 eV

Mulliken population analysis, charges in e, atoms 1 to 4: -0.42, 0.39, -0.80, 0.59

(2)
Here is a 2-piece molecular cluster, CH5ClNP overall from the Open Molecules 2025 dataset. Energies are from the ωB97M-V functional and the def2-TZVPD basis.

The geometry in XYZ format:
```
9
Properties=species:S:1:pos:R:3
C 0.024 0.776 -0.616
N 0.250 -1.548 0.504
P 0.820 -0.859 -0.869
Cl 3.197 0.576 -0.044
H 0.049 0.994 0.409
H -1.034 0.586 -0.736
H 0.350 1.436 -1.338
H -0.297 -0.891 1.066
H 0.648 -2.452 0.958
```

Computed properties:
- Energy above the lowest of the compared OMol25 structures with the same formula, charge and spin: 35.85 kcal/mol
- HOMO level: -9.019 eV

Mulliken population analysis, charges in e, atoms 1 to 4: -1.10, -0.37, 0.36, -0.57

(3)
Here is a single C3H5NO2 molecule from the Open Molecules 2025 dataset. Energies are from the ωB97M-V functional and the def2-TZVPD basis.

The geometry in XYZ format:
```
11
Properties=species:S:1:pos:R:3
O -2.394 -0.225 0.111
C -1.216 -0.020 -0.046
N -0.603 1.100 -0.609
C 0.770 0.600 -0.474
C 0.238 -0.544 0.391
O 0.787 -1.793 0.147
H -0.844 1.994 -0.208
H 1.464 1.315 -0.022
H 1.192 0.253 -1.425
H 0.313 -0.256 1.455
H 0.292 -2.425 0.680
```

Computed properties:
- SMILES: O=C1NC[C@@H]1O
- Energy above the lowest of the compared OMol25 structures with the same formula, charge and spin: 36.73 kcal/mol
- HOMO level: -9.544 eV

Mulliken population analysis, charges in e, atoms 1 to 4: -0.56, 0.26, -0.29, -0.45

(4)
Here is a single C7H9BrSi molecule from the Open Molecules 2025 dataset. Energies are from the ωB97M-V functional and the def2-TZVPD basis.

The geometry in XYZ format:
```
18
Properties=species:S:1:pos:R:3
C -2.190 0.010 1.433
C -0.949 0.173 0.913
C -0.311 1.528 0.707
C 0.131 1.838 -0.495
C 0.015 0.912 -1.542
C -0.084 -0.411 -1.297
C -0.240 -0.930 0.124
Si 1.809 -1.474 0.166
Br 3.104 0.216 0.154
H -2.641 0.872 1.946
H -2.575 -1.027 1.568
H -0.312 2.277 1.533
H 0.333 2.924 -0.665
H 0.244 1.158 -2.606
H 0.163 -1.160 -2.144
H -0.581 -1.937 0.204
H 2.185 -2.265 -1.012
H 1.898 -2.705 1.013
```

Computed properties:
- SMILES: C=C1C=CC=C[C@H]1[SiH2]Br
- Energy above the lowest of the compared OMol25 structures with the same formula, charge and spin: 58.56 kcal/mol
- HOMO level: -7.910 eV

Mulliken population analysis, charges in e, atoms 1 to 4: -0.92, 0.45, -0.48, -0.29

(5)
Here is a 4-piece molecular cluster, C4H14O3 overall from the Open Molecules 2025 dataset. Energies are from the ωB97M-V functional and the def2-TZVPD basis.

The geometry in XYZ format:
```
21
Properties=species:S:1:pos:R:3
C 3.199 -0.796 -1.583
C 4.226 -1.612 -1.722
C 4.863 -2.277 -0.530
C 4.921 -1.386 0.819
H 2.543 -0.723 -2.510
H 2.744 -0.282 -0.754
H 4.696 -2.085 -2.675
H 4.423 -3.201 -0.376
H 5.910 -2.416 -0.718
H 5.935 -1.060 1.061
H 4.232 -0.414 0.760
H 4.829 -1.990 1.699
O -5.788 0.977 2.335
H -6.139 1.567 2.992
H -6.244 0.988 1.493
O -3.357 1.349 0.935
H -4.259 1.356 1.385
H -2.839 1.830 1.537
O -4.699 2.497 -1.204
H -4.249 1.872 -1.886
H -4.083 2.395 -0.434
```

Computed properties:
- SMILES: C=CCC.O.O.O
- Energy above the lowest of the compared OMol25 structures with the same formula, charge and spin: 54.77 kcal/mol
- HOMO level: -9.518 eV

Mulliken population analysis, charges in e, atoms 1 to 4: -0.69, -0.02, -0.50, -0.81

(6)
Here is C3H3Br2N as an isolated structure from the Open Molecules 2025 dataset. Energies are from the ωB97M-V functional and the def2-TZVPD basis.

The geometry in XYZ format:
```
9
Properties=species:S:1:pos:R:3
C 1.402 0.709 0.042
C -1.066 0.128 -0.304
C 0.636 -0.404 0.358
N 1.836 1.742 -0.165
Br 1.101 -1.946 -0.656
Br 0.453 -0.850 2.235
H -1.927 -0.549 -0.081
H -1.083 0.076 -1.348
H -1.351 1.094 -0.080
```

Computed properties:
- Energy above the lowest of the compared OMol25 structures with the same formula, charge and spin: 35.72 kcal/mol
- HOMO level: -10.651 eV

Mulliken population analysis, charges in e, atoms 1 to 4: 0.32, -1.04, -0.08, -0.36

(7)
Here is C41H49BO2P2Pt as an isolated structure from the Open Molecules 2025 dataset. Energies are from the ωB97M-V functional and the def2-TZVPD basis.

The geometry in XYZ format:
```
96
Properties=species:S:1:pos:R:3
Pt -2.917 -0.568 0.308
C -3.273 3.302 1.062
C -2.211 3.375 0.179
C -0.816 3.476 0.587
C 0.044 2.383 1.399
C -0.346 1.491 2.523
C -1.343 1.670 3.434
C -2.115 2.906 3.597
C -3.214 3.345 2.508
C -1.932 -1.970 1.280
H -4.240 3.042 0.633
H -2.373 3.282 -0.887
H -0.730 4.356 1.203
H -0.186 3.684 -0.288
H 0.504 1.711 0.668
H 0.850 3.020 1.768
H 0.095 0.494 2.435
H -1.867 0.774 3.766
H -1.406 3.738 3.661
H -2.662 2.808 4.544
H -4.134 2.863 2.841
H -3.280 4.383 2.785
H -2.474 -2.735 0.753
H -2.264 -1.878 2.316
H -0.873 -2.074 1.072
P 2.614 -0.638 -3.388
P 3.698 -1.785 -0.976
C 3.891 0.408 -2.507
C 4.511 -0.241 -1.507
C 3.230 -0.671 -5.149
C 4.042 0.346 -5.691
C 4.506 0.249 -7.002
C 4.150 -0.855 -7.785
C 3.299 -1.863 -7.288
C 2.838 -1.778 -5.968
C 1.219 0.493 -3.297
C 0.445 0.511 -2.114
C -0.688 1.318 -2.083
C -0.969 2.232 -3.100
C -0.216 2.179 -4.270
C 0.880 1.335 -4.341
C 5.220 -2.808 -1.248
C 5.663 -2.972 -2.583
C 6.888 -3.606 -2.817
C 7.604 -4.116 -1.714
C 7.125 -4.005 -0.405
C 5.916 -3.349 -0.161
C 3.597 -1.626 0.854
C 3.026 -2.701 1.563
C 3.094 -2.723 2.964
C 3.685 -1.666 3.675
C 4.179 -0.563 2.967
C 4.069 -0.519 1.568
H 3.904 1.462 -2.863
H 5.570 -0.105 -1.281
H 4.354 1.213 -5.090
H 5.173 1.036 -7.413
H 4.534 -0.942 -8.807
H 3.020 -2.724 -7.921
H 2.210 -2.571 -5.566
H 0.697 -0.111 -1.252
H -1.407 1.210 -1.272
H -1.754 2.975 -2.995
H -0.482 2.802 -5.111
H 1.478 1.300 -5.241
H 5.080 -2.609 -3.439
H 7.270 -3.714 -3.829
H 8.546 -4.623 -1.888
H 7.663 -4.428 0.440
H 5.529 -3.258 0.852
H 2.571 -3.515 1.009
H 2.661 -3.557 3.491
H 3.718 -1.702 4.750
H 4.631 0.245 3.523
H 4.403 0.363 1.038
C -5.767 -0.023 4.992
C -5.731 -0.397 3.510
C -6.530 -1.682 3.294
O -4.358 -0.566 3.110
B -4.201 0.016 1.815
O -5.307 0.831 1.476
C -6.302 0.717 2.505
C -7.616 0.408 1.794
C -6.512 2.039 3.186
H -5.437 -0.841 5.651
H -6.774 0.279 5.327
H -5.153 0.851 5.214
H -6.158 -2.529 3.896
H -7.576 -1.551 3.613
H -6.598 -1.954 2.231
H -8.456 0.383 2.496
H -7.864 1.210 1.090
H -7.635 -0.529 1.226
H -5.690 2.285 3.846
H -6.646 2.823 2.446
H -7.409 2.020 3.801
```

Computed properties:
- Charge: +2
- HOMO level (alpha / beta): -11.051 / -13.530 eV
- Multiplicity: 5

Mulliken population analysis, charges in e, atoms 1 to 4: 0.54, 0.02, -0.34, -1.15

(8)
Here is a single C5H11FN2 molecule from the Open Molecules 2025 dataset. Energies are from the ωB97M-V functional and the def2-TZVPD basis.

The geometry in XYZ format:
```
19
Properties=species:S:1:pos:R:3
N 2.036 -0.739 -0.889
C 1.135 -1.132 0.294
C 0.151 0.078 0.426
C 1.005 1.368 0.614
F 1.204 1.872 -0.709
N -0.838 0.003 -0.676
C -1.880 0.914 -0.461
C -2.129 -0.601 -0.165
H 1.399 -0.568 -1.626
H 2.708 -1.536 -1.084
H 1.763 -1.272 1.210
H 0.545 -2.104 0.082
H -0.400 -0.054 1.431
H 1.903 1.015 1.085
H 0.422 2.102 1.202
H -2.393 1.316 -1.329
H -1.801 1.619 0.449
H -2.122 -0.947 0.972
H -2.707 -1.335 -0.826
```

Computed properties:
- SMILES: NC[C@@H](CF)N1CC1
- Energy above the lowest of the compared OMol25 structures with the same formula, charge and spin: 59.15 kcal/mol
- HOMO level: -9.098 eV

Mulliken population analysis, charges in e, atoms 1 to 4: -0.55, -0.77, 0.02, -0.44

(9)
Here is a 2-piece molecular cluster, C4H8NO overall from the Open Molecules 2025 dataset. Energies are from the ωB97M-V functional and the def2-TZVPD basis.

The geometry in XYZ format:
```
14
Properties=species:S:1:pos:R:3
C 1.051 1.567 -1.299
C 0.992 -0.306 0.511
C 0.904 0.666 -0.386
C -1.498 0.055 0.348
N -1.604 -1.210 -0.189
O 1.307 -0.080 1.810
H 0.252 2.187 -1.616
H 2.043 1.833 -1.761
H 1.025 -1.324 0.169
H -1.786 0.868 -0.384
H -1.451 0.067 1.455
H -1.811 -1.349 -1.150
H -1.146 -2.005 0.372
H 1.722 -0.967 2.120
```

Computed properties:
- Charge: +1
- Energy above the lowest of the compared OMol25 structures with the same formula, charge and spin: 79.20 kcal/mol
- HOMO level: -13.387 eV

Mulliken population analysis, charges in e, atoms 1 to 4: -0.67, -0.23, 0.34, -0.34